Record 1
11
Properties=species:S:1:pos:R:3:forces:R:3:nbo_charge:R:1 method="wB97M-V/def2-TZVPD" smiles="[H]/N=C(/N)SC" charge=0 relative_energy_kcal_mol=49.3 e_tot_ha=-587.42552 largest_force_ev_per_a=5.2
H -0.3211 2.1917 -1.4564 -3.2944 -0.7186 0.3993 0.367
N -1.2395 1.5588 -1.3242 2.8437 0.9005 -0.5068 -0.685
C -0.6860 0.5997 -0.7239 4.0021 0.3109 0.9139 0.388
N -1.1181 -0.7091 -0.4623 4.3816 -0.4537 -0.3790 -0.834
S 1.1652 0.8664 -0.0007 -3.3486 -1.3070 -0.3761 0.065
C 0.9864 -0.4218 1.2796 4.7640 -1.1143 -1.8560 -0.743
H -1.9376 -0.6063 -0.9301 -3.6313 -1.2235 -1.8684 0.376
H -0.3879 -1.3891 -1.0012 -2.5415 2.0493 1.7168 0.401
H 1.3334 -1.4447 0.8961 -1.4266 1.1609 0.1758 0.213
H 1.9645 -0.1933 1.7198 -0.2378 0.0647 1.0272 0.223
H 0.2406 -0.4522 2.0031 -1.5113 0.3308 0.7533 0.229

***

Record 2
12
Properties=species:S:1:pos:R:3:forces:R:3:nbo_charge:R:1 method="wB97M-V/def2-TZVPD" smiles="CS/N=C/NS" charge=0 relative_energy_kcal_mol=22.3 e_tot_ha=-985.64805 largest_force_ev_per_a=1.3
C -1.1814 -1.5812 -1.6296 -1.1763 -0.1077 0.4716 -0.743
S -1.3141 -1.1320 0.1095 -0.0669 0.2420 -0.2016 0.365
N -0.1141 0.0735 0.1597 -0.2597 -0.4240 -0.1274 -0.645
C -0.0162 0.7576 1.2135 0.0493 0.2253 0.8971 0.250
N 0.9637 1.7133 1.3484 0.1134 0.3361 0.0752 -0.760
S 2.1002 1.9394 0.1395 0.3648 0.3160 -0.3712 0.201
H -0.2144 -2.0075 -1.7959 0.5790 0.0518 -0.4410 0.222
H -1.4864 -0.7728 -2.3100 0.4397 -0.2361 0.2939 0.225
H -1.9233 -2.3886 -1.7184 0.1797 0.1493 -0.1093 0.224
H -0.6134 0.6798 2.1375 -0.0734 -0.1899 -0.4312 0.161
H 1.2344 2.0377 2.2644 -0.2564 -0.2589 -0.0369 0.403
H 2.5648 0.6808 0.0813 0.1067 -0.1039 -0.0192 0.098

***

Record 3
12
Properties=species:S:1:pos:R:3:forces:R:3:nbo_charge:R:1 method="wB97M-V/def2-TZVPD" charge=0 relative_energy_kcal_mol=120.2 e_tot_ha=-985.49188 largest_force_ev_per_a=7.5
C 1.4443 -0.0830 -0.3458 -1.4309 -3.8262 -0.3171 -0.628
C -0.2030 -0.0134 -0.0225 5.1323 1.2623 5.2623 0.436
H 3.1850 1.5793 0.7847 -1.5637 -3.0894 0.5774 0.148
H 1.6597 -1.3700 -0.2909 -1.1093 3.5522 -1.0389 0.248
H 1.6558 0.3074 -1.4041 0.0890 -0.5976 1.7873 0.243
H 0.2724 0.0786 1.8629 -1.5886 -0.3555 -1.0759 0.378
H -0.6642 0.8932 -1.9243 -0.6332 -3.3094 3.5182 0.431
H -2.6228 0.0897 1.0025 0.8240 -0.2794 -3.5368 0.225
N -0.5963 -0.0115 1.2408 1.3323 -0.3082 -1.7940 -0.745
N -0.9266 0.0735 -1.0864 -1.8306 2.5959 -5.5933 -0.772
S 2.5903 0.1254 1.0273 1.3643 3.8706 -0.8932 -0.020
S -2.6073 -0.2150 -0.9587 -0.5855 0.4847 3.1039 0.055

***

Record 4
11
Properties=species:S:1:pos:R:3:forces:R:3:nbo_charge:R:1 method="wB97M-V/def2-TZVPD" smiles="N[Si]1(N)C=C1" charge=0 relative_energy_kcal_mol=7.1 e_tot_ha=-478.77398 largest_force_ev_per_a=3.8
N -1.0640 -1.4967 -0.0921 -1.7531 -0.4846 -0.6353 -1.335
Si 0.0233 -0.1695 -0.0622 -0.5375 3.1290 -2.0641 1.858
N 1.2171 -0.6617 1.0238 -1.6455 -1.4834 1.8925 -1.310
C 0.5718 1.1040 -1.3083 -0.0154 -0.8753 -0.8364 -0.712
C -0.3528 1.8005 -0.6253 0.3657 -1.8766 1.6045 -0.531
H -1.0127 -2.1999 0.6722 -0.1019 0.8669 -1.1279 0.409
H -1.9497 -1.5875 -0.6879 2.0524 0.3418 1.5030 0.422
H 1.9962 -0.0669 1.0274 1.2312 0.6940 0.5175 0.402
H 0.9346 -1.0630 1.9634 0.8692 0.8986 -1.6817 0.401
H 1.1578 1.4602 -2.1944 -0.2339 -0.5243 0.7994 0.200
H -0.5508 2.8872 -0.7075 -0.2312 -0.6862 0.0283 0.197

***

Record 5
11
Properties=species:S:1:pos:R:3:forces:R:3:nbo_charge:R:1 method="wB97M-V/def2-TZVPD" smiles="NC(N)=C=[NH2+]" charge=+1 relative_energy_kcal_mol=74.6 e_tot_ha=-243.71602 largest_force_ev_per_a=7.5
N -0.2192 0.8770 -0.8672 -0.0733 -0.7530 0.1656 -0.718
C 0.3603 0.4593 0.2170 -1.8899 -0.8156 1.3117 0.444
N 1.3559 1.0291 0.8577 -1.4573 -5.5424 2.5412 -0.726
C -0.8801 -0.7771 0.8716 3.9196 5.4263 3.3567 0.235
N -1.0201 -1.5925 -0.0209 -0.8671 -4.5390 -5.0385 -0.772
H 0.1010 1.5224 -1.5243 0.7167 1.4458 -0.9565 0.420
H -0.9432 0.2635 -1.1614 -0.7401 0.2288 -0.6785 0.399
H 1.7219 0.4420 1.6518 -0.6751 1.0196 -1.0179 0.433
H 1.8692 1.8122 0.7466 1.5461 3.3322 -1.3343 0.423
H -0.6497 -1.7358 -1.0419 -0.3494 0.3997 2.3020 0.418
H -1.6959 -2.3000 0.2710 -0.1303 -0.2024 -0.6514 0.445

***

Record 6
11
Properties=species:S:1:pos:R:3:forces:R:3:nbo_charge:R:1 method="wB97M-V/def2-TZVPD" charge=+1 relative_energy_kcal_mol=56.5 e_tot_ha=-243.74496 largest_force_ev_per_a=5.1
C 0.3406 -0.2789 1.3467 1.7853 -0.2768 -2.4952 -0.415
C -0.4914 0.2403 -1.0337 -0.2943 2.3386 0.5327 0.049
N 1.2883 -3.3240 -2.2771 0.3066 -1.2030 -1.1664 0.270
N 1.1958 -2.5307 -1.5537 -0.1766 0.4667 0.8048 -0.047
N 0.1091 -0.4222 -0.1490 0.6580 -5.0330 -0.2255 -0.456
H 1.3896 -0.6209 1.4201 -0.6297 -0.1903 0.5048 0.228
H 0.4087 0.7511 1.5389 -0.5568 1.4051 0.7766 0.226
H -0.3422 -0.8736 1.9474 -0.1203 0.1433 -0.3163 0.256
H -0.7064 -0.2718 -2.0239 0.3858 1.1941 1.0853 0.224
H -0.7314 1.3649 -0.7579 -0.1097 -2.3297 -1.0190 0.228
H 0.6250 -1.6910 -0.7005 -1.2484 3.4849 1.5182 0.439

***

Record 7
12
Properties=species:S:1:pos:R:3:forces:R:3:mulliken_spin:R:1 method="wB97M-V/def2-TZVPD" charge=+1 multiplicity=3 relative_energy_kcal_mol=44.2 e_tot_ha=-318.81040 largest_force_ev_per_a=7.4 s2=2.0066
C -2.0744 0.0179 0.1017 -7.4111 -0.3562 0.6398 0.846
C 3.2689 0.0065 -0.6106 -2.8820 -0.3628 0.0487 -0.002
N -0.9234 -0.0330 0.4411 3.8573 1.0856 -4.5376 0.397
N -3.1869 0.1193 -0.6100 0.7920 -0.0363 0.5821 -0.022
N -0.0406 -0.1403 1.3365 1.2489 -0.2956 2.1062 0.750
O 2.6105 -0.1143 0.4103 1.0332 0.1866 -0.4544 0.009
H 4.2994 0.2826 -0.6632 0.9955 0.1407 0.2937 0.002
H 2.7012 -0.1330 -1.5645 0.7321 0.0396 0.1487 0.001
H -3.4915 0.3715 -1.5560 1.6044 0.2789 -0.3432 0.054
H -4.0633 -0.0252 -0.1303 0.1119 -0.3814 0.7823 0.034
H 0.5108 0.7364 1.4877 -0.1152 -1.3020 0.0807 -0.037
H 0.3893 -1.0883 1.3573 0.0332 1.0030 0.6530 -0.031

***

Record 8
13
Properties=species:S:1:pos:R:3:forces:R:3:nbo_charge:R:1 method="wB97M-V/def2-TZVPD" charge=-1 relative_energy_kcal_mol=181.8 e_tot_ha=-394.37044 largest_force_ev_per_a=2.9
C -0.7635 -1.8882 -0.4150 0.3842 -1.0051 -2.1590 -0.423
C 0.0795 0.2881 -0.0616 1.7796 1.0226 -1.9027 0.277
N 0.0975 1.3023 0.7782 0.5326 2.1678 1.8137 -0.495
N -0.8615 -0.6250 0.2473 -0.2547 -1.5043 0.1010 -0.620
N 0.7664 2.4504 0.4893 -2.1168 0.0579 -0.9303 0.605
O 1.2603 2.6269 -0.6307 0.6247 -0.4461 0.0797 -0.494
O 0.6568 3.4019 1.2956 0.4901 -1.1654 -0.0115 -0.498
H -1.2675 -1.9102 -1.4212 0.0146 0.3831 0.7710 0.166
H 0.3234 -2.2223 -0.7552 -1.7357 0.5279 1.6845 0.214
H -1.3654 -2.5443 0.2185 0.6595 -0.7157 -0.2952 0.189
H 0.1941 0.3973 -1.1845 0.4326 -0.0364 1.4012 0.187
H 1.9792 -0.5328 0.2146 -1.2656 0.1550 -0.4294 -0.488
H -1.0993 -0.7440 1.2247 0.4549 0.5587 -0.1229 0.380

***

Record 9
13
Properties=species:S:1:pos:R:3:forces:R:3:nbo_charge:R:1 method="wB97M-V/def2-TZVPD" smiles="[NH2+]=C(O)N1N[C@H]1O" charge=+1 relative_energy_kcal_mol=40.1 e_tot_ha=-394.21755 largest_force_ev_per_a=4.6
N -0.4162 -1.9500 0.1958 3.0149 -2.9238 -1.8796 -0.738
C 0.3781 -1.0547 -0.3762 1.2429 0.2120 0.3593 0.823
O 1.4223 -1.5716 -1.0319 -1.1868 -0.2645 0.3778 -0.653
N 0.0870 0.2365 -0.2962 -0.6663 0.3375 -1.4445 -0.309
N 0.8931 1.4310 -0.3654 -0.5985 -1.4688 3.2573 -0.407
C -0.4221 1.2146 0.5851 1.7276 1.2321 -1.2198 0.414
O -1.5457 1.8973 0.2734 -0.1576 -0.5380 -0.4156 -0.680
H -1.1624 -1.7961 0.7779 -2.0721 1.0751 1.3091 0.428
H -0.1252 -2.9681 0.1357 -0.3791 1.9250 -0.0667 0.451
H 2.3117 -1.1974 -1.2146 -1.1146 0.8411 0.4767 0.568
H 0.5481 2.0146 -1.0823 -0.8303 0.4843 -1.5691 0.366
H -0.1279 1.0665 1.5942 0.0321 0.1756 0.9004 0.198
H -1.8408 2.6774 0.8044 0.9878 -1.0877 -0.0854 0.541

***

Record 10
13
Properties=species:S:1:pos:R:3:forces:R:3:mulliken_spin:R:1 method="wB97M-V/def2-TZVPD" charge=+1 multiplicity=3 relative_energy_kcal_mol=58.5 e_tot_ha=-393.99980 largest_force_ev_per_a=5.8 s2=2.0070
C 0.9004 0.6778 0.1414 0.9295 -5.5184 1.1188 1.144
C -1.9392 0.1116 -0.0895 1.1745 2.5787 0.1065 0.125
N -1.8159 -1.1080 0.1185 -0.7834 -1.6197 0.4278 -0.004
N 1.6120 1.5523 -0.4407 0.6578 2.1335 -0.7587 0.235
N 1.5649 -0.6700 0.3358 -5.6178 1.2324 0.1893 0.113
O 0.7531 -1.6510 0.2908 1.0554 0.5281 0.3029 0.105
O 2.7135 -0.7209 0.5497 2.4205 -0.0006 -0.1728 0.230
H -0.9057 0.7637 -0.1332 -2.5530 -1.2426 0.1244 0.002
H -3.0166 0.3664 -0.1148 0.9916 1.1319 -0.6036 0.019
H -0.9307 -1.5946 0.3843 0.2701 0.2217 -0.6235 0.005
H -2.7307 -1.5376 0.0695 0.3249 -1.2391 0.4467 0.004
H 1.2317 2.4570 -0.4628 0.1445 1.5954 -0.4094 -0.002
H 2.5632 1.3533 -0.6489 0.9855 0.1987 -0.1483 0.025